{"formula": "C16H17NO", "method": "the ωB97M-V functional and the def2-TZVPD basis", "smiles": "Cc1c[nH]c2ccccc12.Cc1ccc(O)cc1", "homo_lumo_gap_ev": 8.4, "energy_ev": -20404.939, "fmax_ev_per_a": 1.53, "homo_energy_ev": -7.72, "elements": ["C", "C", "C", "C", "C", "C", "C", "C", "C", "N", "H", "H", "H", "H", "H", "H", "H", "H", "H", "C", "C", "C", "C", "C", "C", "C", "O", "H", "H", "H", "H", "H", "H", "H", "H"], "positions_angstrom": [[3.726, 1.863, 1.056], [0.490, 2.529, -0.715], [1.903, 2.562, -0.698], [2.331, 1.841, 0.478], [1.192, 1.408, 1.090], [-0.215, 3.034, -1.805], [0.451, 3.880, -2.667], [1.849, 4.051, -2.548], [2.588, 3.320, -1.653], [0.090, 1.815, 0.379], [-1.299, 2.981, -1.780], [0.002, 4.151, -3.613], [-0.856, 1.537, 0.576], [2.265, 4.779, -3.229], [1.189, 0.771, 1.952], [3.669, 3.269, -1.750], [3.677, 2.313, 2.044], [4.333, 2.533, 0.442], [4.184, 0.883, 1.063], [-2.294, -3.893, -1.632], [-1.502, -3.893, 2.080], [-1.673, -4.255, 0.748], [-1.618, -2.555, 2.428], [-2.142, -3.381, -0.230], [-2.078, -1.663, 1.474], [-2.307, -2.053, 0.161], [-1.343, -2.176, 3.738], [-1.196, -4.620, 2.819], [-1.393, -5.266, 0.478], [-2.153, -1.791, 4.112], [-2.097, -0.604, 1.711], [-1.779, -4.828, -1.775], [-1.837, -3.200, -2.345], [-2.827, -1.317, -0.442], [-3.330, -4.025, -1.948]]}

{"formula": "C16H19BiF9IN4O2", "method": "the ωB97M-V functional and the def2-TZVPD basis", "charge": -2, "homo_lumo_gap_ev": [1.0, 3.1], "energy_ev": -65347.202, "fmax_ev_per_a": 5.16, "homo_energy_ev": [2.34, 1.35], "elements": ["C", "I", "H", "H", "H", "C", "C", "N", "C", "N", "H", "H", "C", "C", "N", "H", "N", "H", "Bi", "C", "O", "C", "C", "H", "H", "H", "C", "H", "H", "H", "C", "H", "H", "H", "C", "H", "H", "H", "F", "C", "F", "F", "C", "O", "C", "F", "F", "F", "C", "F", "F", "F"], "positions_angstrom": [[-2.179, -0.019, -4.470], [-0.907, 0.484, -5.964], [-3.187, -0.418, -4.742], [-1.642, -0.718, -3.848], [-2.271, 0.872, -3.872], [0.572, 4.300, 1.155], [-0.696, 4.435, 0.733], [-0.978, 3.339, -0.071], [0.123, 2.530, -0.186], [1.062, 3.112, 0.617], [1.173, 4.904, 1.810], [-1.434, 5.198, 0.941], [2.347, -3.673, -1.623], [0.955, -1.887, -1.403], [2.260, -2.290, -1.461], [0.713, -5.150, -1.707], [0.238, -3.053, -1.452], [3.287, -4.178, -1.721], [0.097, 0.299, -1.020], [-2.628, 0.322, 0.499], [-3.098, -0.511, -0.120], [1.085, -4.148, -1.614], [-1.196, -3.211, -1.347], [-1.403, -4.283, -1.326], [-1.702, -2.762, -2.205], [-1.575, -2.760, -0.426], [3.422, -1.443, -1.349], [4.254, -1.947, -1.844], [3.707, -1.284, -0.301], [3.253, -0.472, -1.825], [2.415, 2.654, 0.861], [3.128, 3.401, 0.502], [2.583, 1.700, 0.360], [2.569, 2.540, 1.937], [-2.272, 3.171, -0.704], [-2.171, 2.955, -1.769], [-2.840, 4.090, -0.559], [-2.825, 2.361, -0.226], [1.233, -2.360, 2.431], [1.054, -1.127, 2.970], [1.034, -1.260, 4.323], [2.169, -0.387, 2.688], [-0.259, -0.482, 2.318], [0.050, -0.298, 1.012], [-1.405, -1.517, 2.645], [-1.352, -2.001, 3.894], [-2.722, -1.041, 2.494], [-1.279, -2.563, 1.786], [-0.608, 0.817, 3.101], [-1.008, 0.560, 4.367], [0.471, 1.647, 3.174], [-1.618, 1.551, 2.537]]}

{"formula": "C34H57AlN3O2SSi", "method": "the ωB97M-V functional and the def2-TZVPD basis", "charge": 1, "homo_lumo_gap_ev": 8.5, "energy_ev": -70057.495, "fmax_ev_per_a": 1.77, "homo_energy_ev": -11.18, "elements": ["O", "O", "C", "C", "H", "H", "H", "H", "H", "C", "C", "H", "H", "H", "H", "H", "C", "C", "C", "H", "H", "H", "H", "H", "C", "H", "H", "H", "H", "H", "H", "N", "C", "C", "C", "C", "H", "H", "H", "C", "H", "H", "H", "N", "C", "C", "C", "C", "H", "C", "H", "C", "H", "C", "C", "C", "C", "C", "C", "H", "C", "H", "C", "H", "C", "C", "Al", "H", "H", "H", "H", "H", "H", "H", "H", "H", "H", "H", "H", "H", "C", "Si", "H", "H", "C", "C", "C", "H", "H", "H", "H", "H", "H", "H", "H", "H", "S", "C", "N"], "positions_angstrom": [[0.014, 0.880, 1.337], [-5.030, 3.143, 2.007], [-0.481, 0.330, 2.700], [0.585, 0.461, 3.739], [-0.799, -0.693, 2.475], [-1.345, 0.970, 2.869], [1.519, -0.026, 3.458], [0.208, -0.032, 4.630], [0.806, 1.496, 4.002], [0.473, 2.317, 1.506], [-0.525, 3.124, 2.295], [0.628, 2.685, 0.485], [1.432, 2.242, 2.028], [-1.513, 3.163, 1.817], [-0.138, 4.149, 2.314], [-0.613, 2.793, 3.337], [-5.751, 3.816, 0.960], [-5.392, 3.486, 3.352], [-4.942, 4.938, 0.329], [-6.710, 4.209, 1.341], [-5.960, 3.037, 0.210], [-4.690, 5.716, 1.059], [-5.534, 5.402, -0.464], [-4.013, 4.562, -0.118], [-5.262, 4.959, 3.694], [-4.730, 2.887, 3.989], [-6.428, 3.157, 3.522], [-4.264, 5.350, 3.477], [-5.445, 5.093, 4.760], [-5.997, 5.572, 3.167], [-4.751, 0.799, 1.257], [2.228, 0.188, -0.307], [2.696, 0.017, -1.559], [1.877, -0.263, -2.642], [0.505, -0.136, -2.794], [4.173, 0.021, -1.800], [4.734, -0.282, -0.913], [4.562, 0.981, -2.149], [4.400, -0.655, -2.627], [-0.084, -0.280, -4.167], [-0.680, 0.588, -4.497], [-0.713, -1.181, -4.203], [0.729, -0.427, -4.889], [-0.321, 0.156, -1.751], [3.067, 0.808, 0.681], [3.511, 0.075, 1.805], [3.114, -1.371, 1.997], [4.371, 0.707, 2.712], [4.754, 0.126, 3.547], [4.761, 2.036, 2.543], [5.418, 2.517, 3.266], [4.336, 2.742, 1.426], [4.659, 3.763, 1.250], [3.501, 2.140, 0.489], [3.071, 2.941, -0.698], [-1.669, 0.600, -2.032], [-2.691, -0.335, -2.304], [-2.456, -1.808, -2.176], [-3.916, 0.130, -2.787], [-4.707, -0.581, -3.021], [-4.138, 1.490, -2.984], [-5.112, 1.857, -3.308], [-3.103, 2.391, -2.765], [-3.243, 3.452, -2.950], [-1.849, 1.960, -2.337], [-0.704, 2.924, -2.243], [0.413, -0.268, -0.062], [2.596, -1.551, 2.964], [4.009, -2.035, 1.994], [2.432, -1.695, 1.196], [2.182, 2.541, -1.198], [3.875, 2.989, -1.444], [2.857, 3.982, -0.419], [-3.417, -2.337, -2.095], [-1.828, -2.050, -1.311], [-1.969, -2.226, -3.069], [0.162, 2.631, -2.860], [-0.383, 3.048, -1.198], [-1.025, 3.911, -2.603], [2.424, -0.495, -3.543], [-5.110, 0.018, 0.568], [-6.538, -1.002, 1.294], [-5.450, 0.503, -0.355], [-4.262, -0.631, 0.330], [-6.198, -1.191, 3.144], [-6.691, -2.716, 0.508], [-8.172, -0.079, 1.046], [-9.013, -0.680, 1.426], [-8.341, 0.123, -0.022], [-8.148, 0.880, 1.584], [-5.344, -1.866, 3.306], [-7.075, -1.595, 3.669], [-5.950, -0.207, 3.571], [-5.708, -3.202, 0.434], [-7.120, -2.645, -0.502], [-7.347, -3.357, 1.117], [1.956, -4.196, -1.379], [1.113, -3.045, -0.642], [0.456, -2.144, -0.137]]}

{"formula": "C3H6NO4", "method": "the ωB97M-V functional and the def2-TZVPD basis", "homo_lumo_gap_ev": [10.1, 5.1], "multiplicity": 2, "energy_ev": -12886.808, "fmax_ev_per_a": 3.21, "homo_energy_ev": [-9.81, -9.80], "elements": ["N", "C", "O", "O", "H", "H", "H", "O", "C", "O", "C", "H", "H", "H"], "positions_angstrom": [[2.324, -0.315, -0.888], [1.649, -1.059, -1.844], [0.321, -1.167, -1.666], [2.236, -1.597, -2.744], [3.291, -0.147, -1.118], [1.824, 0.391, -0.381], [-0.262, -0.872, -0.846], [-0.264, 1.220, 0.344], [-1.161, 0.390, 0.667], [-1.325, -0.767, 0.256], [-2.015, 0.890, 1.835], [-2.052, 1.983, 1.853], [-3.049, 0.543, 1.785], [-1.519, 0.508, 2.746]]}

{"formula": "C2H3O3PS", "method": "the ωB97M-V functional and the def2-TZVPD basis", "charge": -2, "smiles": "O=P([O-])([O-])[C@@H]1CS1", "homo_lumo_gap_ev": 5.0, "energy_ev": -28389.560, "fmax_ev_per_a": 2.46, "homo_energy_ev": 0.75, "elements": ["C", "C", "O", "O", "O", "P", "S", "H", "H", "H"], "positions_angstrom": [[-0.240, -1.630, -0.963], [-0.511, -0.325, -0.266], [-2.572, 0.563, -1.515], [-2.937, -1.388, 0.140], [-2.593, 0.989, 1.005], [-2.380, 0.005, -0.121], [0.368, -1.484, 0.735], [-1.194, -2.191, -0.786], [0.384, -1.627, -1.828], [-0.047, 0.610, -0.521]]}

{"formula": "C8H21GaNO", "method": "the ωB97M-V functional and the def2-TZVPD basis", "charge": -1, "homo_lumo_gap_ev": 7.0, "energy_ev": -64549.057, "fmax_ev_per_a": 0.83, "homo_energy_ev": -3.77, "elements": ["C", "N", "C", "Ga", "C", "C", "C", "C", "C", "O", "C", "H", "H", "H", "H", "H", "H", "H", "H", "H", "H", "H", "H", "H", "H", "H", "H", "H", "H", "H", "H", "H"], "positions_angstrom": [[3.315, -1.745, 1.306], [4.036, -0.698, 0.592], [3.306, -0.293, -0.645], [2.201, 1.427, -0.440], [0.165, 1.066, -0.434], [-0.163, -0.190, -1.249], [-1.609, -0.320, -1.785], [-2.689, 0.266, -0.893], [-3.035, -0.665, 0.254], [-3.806, -0.065, 1.277], [-3.087, 0.895, 2.029], [3.313, -2.654, 0.711], [3.806, -1.924, 2.257], [2.267, -1.471, 1.494], [4.073, 0.097, 1.220], [2.644, -1.107, -0.918], [4.026, -0.153, -1.446], [2.650, 2.178, 0.936], [2.520, 2.453, -1.662], [-0.298, 1.930, -0.902], [-0.204, 0.945, 0.581], [0.494, -0.200, -2.117], [0.115, -1.071, -0.678], [-1.829, -1.382, -1.898], [-1.671, 0.146, -2.762], [-2.441, 1.254, -0.533], [-3.600, 0.378, -1.482], [-3.652, -1.460, -0.156], [-2.135, -1.138, 0.660], [-3.507, 0.949, 3.025], [-2.027, 0.665, 2.076], [-3.178, 1.887, 1.585]]}